No. 1
Entry from the OMol25 dataset: a single C3H5NOS2 molecule (ωB97M-V/def2-TZVPD).

Each atom is followed by the atoms it is bonded to, with distances in Å.
Positions of all 12 atoms, in Å:
1 C 0.54 0.87 0.90  C2 1.596, H5 1.166, H6 1.114, S11 1.906
2 C 0.17 0.35 -0.57  C1 1.596, N9 1.386, O10 1.258
3 C -0.97 -1.92 0.01  H8 1.098, N9 1.338, S12 1.637
4 H 1.50 2.32 -0.67  S11 1.532
5 H -0.57 0.95 1.23  C1 1.166
6 H 1.17 0.10 1.40  C1 1.114
7 H -0.67 -0.99 -1.73  N9 1.092
8 H -1.29 -2.67 -0.73  C3 1.098
9 N -0.48 -0.87 -0.67  C2 1.386, C3 1.338, H7 1.092
10 O 0.52 0.97 -1.60  C2 1.258
11 S 1.34 2.60 0.82  C1 1.906, H4 1.532
12 S -1.26 -1.70 1.61  C3 1.637

Total charge: 0
Frontier orbital gap in eV: 8.3
HOMO energy in eV: -9.1
Relative energy (zero: lowest compared OMol25 entry of this formula, charge and spin) in kJ/mol: 180.2
Spin multiplicity: 1

No. 2
Entry from the OMol25 dataset: a single C3H5NOS3 molecule (ωB97M-V/def2-TZVPD).

Each atom is followed by the atoms it is bonded to, with distances in Å.
Positions of all 13 atoms, in Å:
1 C -0.89 1.03 0.91  C2 1.601, H5 1.025, H6 1.083, S11 1.732
2 C -0.14 -0.32 0.48  C1 1.601, C3 1.591, N9 1.257
3 C 1.33 0.18 0.16  C2 1.591, O10 1.227, S13 1.843
4 H -1.50 1.51 -1.89  S11 1.625
5 H -0.14 1.45 1.47  C1 1.025
6 H -1.71 0.80 1.57  C1 1.083
7 H -2.24 -3.07 0.03  S12 1.599
8 H 3.56 0.07 -0.29  S13 1.375
9 N -0.49 -1.49 0.16  C2 1.257, S12 1.830
10 O 1.71 1.33 0.34  C3 1.227
11 S -1.03 2.09 -0.45  C1 1.732, H4 1.625
12 S -2.29 -1.49 -0.15  H7 1.599, N9 1.830
13 S 2.69 -1.00 -0.27  C3 1.843, H8 1.375

Total charge: 0
Frontier orbital gap in eV: 8.5
HOMO energy in eV: -9.0
Relative energy (zero: lowest compared OMol25 entry of this formula, charge and spin) in kJ/mol: 364.1
Spin multiplicity: 1

frontier orbital gap of number 1 (C3H5NOS2)?
8.3 eV